A.
Here is the molecule C3H5N3OS from OMol25. Energies are from ωB97M-V/def2-TZVPD.

Cartesian coordinates (Å):
C: -1.375 0.176 0.002
C: 0.779 -0.982 -0.005
C: 3.713 0.550 -0.002
H: -1.321 2.182 0.032
H: 0.258 1.400 -0.014
H: 1.101 -2.007 -0.001
H: 3.408 1.599 -0.018
H: 4.774 0.295 -0.013
N: -0.766 1.353 -0.003
N: 1.558 0.017 0.011
N: 2.890 -0.425 0.000
O: -0.570 -0.942 0.003
S: -3.008 -0.063 -0.003

**Net charge**: 0
**Highest occupied orbital energy**: -8.6393 eV
**Multiplicity**: 1

B.
Here is a cluster of 2 separate species, C3H5N3OS in total from OMol25. Energies are from ωB97M-V/def2-TZVPD.

Cartesian coordinates (Å):
C: 0.869 -0.275 -0.098
C: 0.380 0.936 -0.122
C: -1.404 -0.531 -0.083
H: 2.776 -0.557 1.266
H: 3.021 -0.519 -0.798
H: 0.789 1.980 -0.367
H: -2.795 1.407 0.290
H: 0.053 -2.087 0.099
N: 2.223 -0.687 -0.019
N: -0.969 0.696 -0.112
N: -0.181 -1.156 -0.049
O: -1.811 1.780 0.047
S: -2.953 -0.987 -0.054

**Net charge**: 0
**Highest occupied orbital energy**: -7.8155 eV
**Multiplicity**: 1

A comes first in stability; the runner-up is 252.1 kJ/mol higher.

A.
Here is a cluster of 4 separate species, CH8O5 in total from OMol25. Energies are from ωB97M-V/def2-TZVPD.

Cartesian coordinates (Å):
O: 1.476 -0.419 1.394
C: 1.313 0.507 0.677
O: 0.449 1.505 0.954
H: 2.118 0.959 0.027
H: -0.208 1.085 1.570
H: -0.583 -1.465 2.360
H: -2.112 -1.481 2.333
O: -1.362 -0.914 2.208
H: -0.514 0.617 -2.878
H: 0.191 1.928 -3.365
O: -0.560 1.556 -2.906
H: -1.074 -2.153 -1.055
H: -0.575 -2.446 -2.446
O: -0.643 -1.738 -1.726

**Net charge**: +1
**Highest occupied orbital energy (spin up / spin down)**: -14.9388 / -14.4331 eV
**Multiplicity**: 2

B.
Here is a cluster of 4 separate species, CH8O5 in total from OMol25. Energies are from ωB97M-V/def2-TZVPD.

Cartesian coordinates (Å):
O: 2.481 -1.670 0.427
C: 1.837 -1.119 -0.486
O: 0.626 -1.337 -0.679
H: 2.361 -0.415 -1.151
H: 0.233 -0.676 -1.379
H: -1.005 0.748 -0.696
H: -0.496 1.416 -2.064
O: -0.567 0.604 -1.556
H: -0.514 2.116 0.999
H: -1.662 1.194 1.304
O: -1.413 1.912 0.701
H: -0.102 -0.659 2.106
H: -0.859 -1.342 0.855
O: -0.918 -0.772 1.619

**Net charge**: +1
**Highest occupied orbital energy (spin up / spin down)**: -15.3828 / -15.3795 eV
**Multiplicity**: 2

B comes first in stability; the runner-up is 115.6 kJ/mol higher.

A.
Here is the molecule C21H25N3O3S2 from OMol25. Energies are from ωB97M-V/def2-TZVPD.

Cartesian coordinates (Å):
C: 1.404 -4.156 -4.721
H: 0.679 -4.960 -4.818
H: 1.443 -3.612 -5.661
C: 0.996 -3.242 -3.570
N: 2.016 -2.265 -3.264
S: 2.179 -1.839 -1.673
O: 2.018 -3.028 -0.890
O: 3.394 -1.087 -1.542
C: 0.818 -0.732 -1.289
C: 1.020 0.632 -1.376
C: -0.007 1.490 -1.030
C: -1.220 0.980 -0.577
C: -1.419 -0.396 -0.523
C: -0.396 -1.254 -0.889
H: -0.514 -2.324 -0.833
H: -2.369 -0.799 -0.208
C: -2.257 1.965 -0.138
O: -2.394 3.048 -0.671
N: -3.016 1.545 0.902
H: -2.708 0.738 1.424
C: -3.883 2.467 1.598
C: -3.113 3.333 2.592
H: -2.353 3.920 2.079
H: -3.792 3.995 3.125
S: -2.282 2.329 3.882
C: -0.825 1.813 3.028
C: 0.175 2.613 2.551
N: 1.151 1.839 1.992
C: 0.810 0.521 2.117
C: 1.481 -0.630 1.724
C: 0.873 -1.841 1.977
C: -0.373 -1.911 2.608
C: -1.040 -0.776 3.011
C: -0.445 0.461 2.766
H: -1.994 -0.830 3.516
H: -0.814 -2.880 2.787
H: 1.365 -2.748 1.664
H: 2.439 -0.583 1.228
H: 1.994 2.181 1.564
H: 0.252 3.683 2.564
H: -4.656 1.896 2.115
H: -4.343 3.116 0.847
H: 0.114 2.561 -1.090
H: 1.986 0.996 -1.690
C: 2.373 -1.270 -4.249
C: 1.208 -0.427 -4.766
H: 0.662 0.033 -3.945
H: 1.593 0.359 -5.410
H: 0.517 -1.033 -5.347
H: 3.112 -0.636 -3.757
H: 2.864 -1.773 -5.088
H: 0.884 -3.832 -2.660
H: 0.035 -2.757 -3.796
H: 2.381 -4.585 -4.522

**Net charge**: 0
**Highest occupied orbital energy**: -7.9042 eV
**Multiplicity**: 1

B.
Here is a structure of composition C21H25N3O3S2 from OMol25. Energies are from ωB97M-V/def2-TZVPD.

Cartesian coordinates (Å):
C: -8.127 -0.956 -2.177
C: -6.940 -0.892 -1.198
H: -5.950 -0.890 -1.683
H: -7.154 -1.738 -0.514
C: -7.141 0.258 -0.572
H: -7.150 1.204 -1.051
O: -6.284 0.394 0.768
C: -4.918 0.799 0.161
C: -4.469 1.126 -1.077
C: -3.030 1.309 -1.175
C: -2.234 1.493 -0.086
C: -2.759 1.078 1.062
C: -3.973 0.545 1.235
H: -4.356 0.572 2.364
H: -1.984 0.916 1.869
N: -0.888 1.502 -0.249
C: 0.277 1.218 0.507
O: 0.139 1.013 1.704
C: 1.696 1.765 -0.277
H: 1.524 1.579 -1.177
H: 1.816 2.688 -0.076
C: 2.544 0.851 0.561
N: 2.912 -0.354 -0.260
C: 4.167 -0.567 -0.408
S: 4.934 -1.713 -1.583
N: 4.983 0.517 -0.119
C: 4.052 1.218 0.441
O: 4.368 2.654 0.835
C: 6.240 0.681 -0.169
C: 6.662 1.260 -1.583
H: 7.708 1.574 -1.800
H: 6.279 0.585 -2.559
H: 6.145 2.289 -1.765
H: 6.605 1.281 0.485
H: 6.791 -0.310 -0.150
C: 1.955 -1.221 -0.682
C: 0.972 -1.733 0.197
C: 1.184 -1.972 1.950
C: -0.014 -2.184 2.439
C: -1.229 -2.031 1.755
S: -0.672 -1.879 0.180
H: -2.275 -2.218 2.188
H: -0.104 -2.477 3.507
H: 2.122 -2.150 2.140
H: 2.357 -2.261 -1.104
H: 1.520 -1.112 -1.605
H: 2.419 0.437 1.481
H: -0.496 1.647 -1.295
H: -2.685 1.693 -2.260
H: -5.203 1.228 -1.785
H: -8.096 0.548 0.060
H: -8.092 -1.856 -2.849
H: -7.878 -0.084 -3.078
H: -9.097 -0.963 -1.712

**Net charge**: 0
**Highest occupied orbital energy**: -8.0375 eV
**Multiplicity**: 1

A comes first in stability; the runner-up is 1715.7 kJ/mol higher.